1.
This record from the OMol25 dataset describes a molecular structure, C20H36MoNOP2 in a non-equilibrium geometry. The level of theory is ωB97M-V/def2-TZVPD.

```
61
Properties=species:S:1:pos:R:3:lowdin_charge:R:1
Mo 2.96 1.49 -1.12 1.148
P 2.52 4.49 -3.14 0.914
P -0.73 3.78 -4.27 0.822
O -2.61 -1.77 0.23 -0.131
N -1.89 -2.50 1.03 -0.230
C -1.67 1.05 -1.18 -0.091
C -0.42 -4.15 2.72 -0.066
C -2.09 -2.46 2.38 -0.010
C -1.46 2.48 -0.71 -0.171
C -0.91 -3.33 0.50 -0.027
C -0.19 -4.16 1.33 -0.056
C -0.41 3.51 -1.16 -0.227
C -0.25 1.27 -3.16 -0.223
C -2.42 4.45 -4.15 -0.223
C 0.23 5.28 -4.64 -0.380
C -1.07 0.44 -2.21 -0.099
C 1.29 0.52 0.45 -0.095
C 1.09 3.25 -1.17 -0.158
C -1.37 -3.28 3.24 -0.048
C 1.73 4.96 -4.72 -0.316
C 1.65 2.99 -2.50 -0.537
C 1.33 1.67 -3.16 -0.204
C -0.84 2.99 -5.90 -0.227
C 4.25 4.44 -3.53 -0.167
C 2.18 5.88 -2.05 -0.149
H -0.83 -0.62 -2.20 0.103
H 4.40 3.83 -4.43 0.089
H -0.41 0.78 -4.16 0.115
H 0.14 -4.81 3.37 0.110
H -1.34 3.77 -6.52 0.059
H 1.92 4.15 -5.46 0.101
H 4.58 5.49 -3.69 0.097
H -0.79 -3.29 -0.58 0.131
H 0.25 0.65 0.87 0.012
H 2.56 5.64 -1.05 0.072
H 2.73 6.77 -2.42 0.095
H 1.11 6.13 -1.97 0.080
H -2.62 4.83 -5.18 0.060
H -2.45 5.28 -3.41 0.064
H -1.26 2.33 0.37 0.114
H -3.15 3.66 -3.88 0.074
H -0.19 5.56 -5.63 0.100
H -2.02 0.41 -0.32 0.106
H 2.95 2.72 -2.25 -0.020
H 0.17 2.76 -6.29 0.055
H -0.57 4.41 -0.50 0.139
H 0.56 -4.81 0.86 0.119
H -0.03 6.06 -3.88 0.098
H -2.87 -1.76 2.72 0.143
H -0.70 3.94 -2.12 0.017
H 1.98 0.78 -2.87 0.089
H 1.89 0.95 1.32 0.006
H -2.40 3.08 -0.86 0.139
H -0.84 2.22 -3.13 -0.010
H -1.59 -3.21 4.29 0.115
H 1.69 3.94 -0.54 0.087
H -1.47 2.07 -5.85 0.070
H 1.36 -0.60 0.63 0.014
H 1.60 1.72 -4.26 0.129
H 4.78 4.01 -2.66 0.066
H 2.24 5.88 -5.07 0.119
```

Values from the calculation:
Multiplicity: 4
HOMO-LUMO gap (alpha / beta): 0.1543 / 0.1644 Ha
HOMO level (alpha / beta): -12.21 / -12.21 eV
Total charge: +2

2.
This record from the OMol25 dataset describes a molecular structure, C36H34AsBaN6O8S2. The level of theory is ωB97M-V/def2-TZVPD.

```
88
Properties=species:S:1:pos:R:3:lowdin_charge:R:1
Ba 0.29 -0.64 -1.96 1.878
As -0.22 -3.02 -4.90 0.823
S 2.77 -2.69 -1.51 0.778
S 3.46 1.23 -0.07 0.555
O 3.74 -0.17 0.17 -0.337
O -1.83 -3.70 -5.36 -0.283
O 0.72 -3.30 -1.73 -0.470
O 3.47 -3.93 -1.70 -0.396
O 0.67 -2.89 -6.26 -0.492
O 4.52 2.06 -0.58 -0.326
O -0.60 -1.63 -4.05 -0.759
O 2.71 -1.80 -2.66 -0.555
N 2.12 1.29 -0.92 -0.226
N 0.44 2.27 -2.08 -0.013
N -0.40 3.19 0.85 0.139
N -2.12 0.84 0.35 -0.128
N -0.31 -1.32 1.03 0.083
N -2.42 -1.74 -1.29 0.056
C 3.43 3.49 3.29 -0.052
C -2.31 4.61 0.76 -0.032
C -1.07 -0.74 1.97 -0.283
C -3.06 -1.46 -0.16 -0.294
C 0.01 -3.19 2.50 -0.046
C -3.34 -3.77 0.36 -0.060
C 0.25 4.62 -2.46 -0.096
C -0.20 3.33 -2.57 -0.179
C 0.54 -6.92 -3.75 -0.109
C 2.18 3.73 -1.35 -0.034
C 0.94 -5.65 -1.75 -0.041
C -1.55 5.69 1.18 -0.073
C 0.24 -5.74 -4.41 -0.104
C -3.30 0.01 0.10 -0.143
C 1.61 2.44 -1.43 -0.438
C 0.20 -2.53 1.30 -0.108
C -1.69 3.37 0.61 -0.260
C 1.67 1.89 3.48 -0.045
C 2.37 2.96 4.02 -0.286
C 0.64 -4.44 -2.41 -0.440
C -2.69 -4.07 -0.83 -0.033
C 0.89 -6.86 -2.41 -0.099
C 0.28 -4.50 -3.77 -0.197
C -2.55 2.22 0.13 -0.139
C 3.77 2.97 2.05 -0.062
C -3.55 -2.44 0.69 -0.036
C -0.75 -2.57 3.48 -0.065
C 1.49 4.81 -1.85 -0.089
C -1.63 0.63 1.70 -0.139
C -0.20 5.50 1.44 -0.058
C 3.05 1.91 1.53 -0.269
C -2.26 -3.02 -1.62 -0.131
C 0.33 4.24 1.26 -0.116
C -1.30 -1.33 3.21 -0.036
C 2.00 1.36 2.25 -0.059
C 2.01 3.52 5.37 -0.056
H -2.00 6.67 1.30 0.102
H 0.76 -2.98 0.50 0.075
H 4.00 4.32 3.70 0.109
H -3.79 0.40 -0.80 0.128
H 1.44 0.53 1.83 0.098
H -1.77 -3.20 -2.57 0.069
H 2.22 4.59 5.43 0.073
H -1.14 3.12 -3.08 0.104
H 0.96 3.36 5.60 0.072
H 1.14 -7.77 -1.87 0.095
H 2.59 3.04 6.16 0.080
H -2.10 -3.24 -6.16 0.025
H -0.84 1.36 1.88 0.093
H 1.37 4.04 1.45 0.093
H -3.54 2.38 0.60 0.121
H -0.03 -5.76 -5.46 0.100
H 3.16 3.85 -0.90 0.091
H 4.59 3.38 1.47 0.110
H 1.92 5.80 -1.77 0.104
H 0.51 -7.86 -4.28 0.090
H -0.91 -3.05 4.44 0.104
H 0.46 -4.16 2.66 0.106
H -0.31 5.45 -2.87 0.090
H -4.06 -2.16 1.60 0.110
H -1.92 -0.83 3.93 0.109
H -4.02 0.12 0.93 0.124
H -2.70 2.35 -0.94 0.127
H -3.36 4.72 0.56 0.110
H 1.24 -5.59 -0.71 0.108
H -2.43 0.83 2.44 0.130
H -2.51 -5.09 -1.14 0.112
H -3.69 -4.56 1.02 0.105
H 0.43 6.31 1.77 0.102
H 0.84 1.46 4.04 0.110
```

Values from the calculation:
HOMO-LUMO gap: 0.2672 Ha
HOMO level: -5.35 eV
Total charge: -1

3.
This record from the OMol25 dataset describes a gas-phase ion, C6H10N (charge +1) in a non-equilibrium geometry. The level of theory is ωB97M-V/def2-TZVPD.

```
17
Properties=species:S:1:pos:R:3:lowdin_charge:R:1
N -1.17 -0.58 -1.01 0.309
C 1.16 0.00 0.00 -0.330
C -2.41 0.31 1.09 0.034
C 1.97 -0.12 -1.32 -0.036
C 1.37 0.85 0.97 0.093
C -0.11 -0.84 0.02 -0.122
C -1.41 -0.26 0.19 -0.150
H -1.09 -0.71 -1.97 0.170
H -3.42 -0.11 0.87 0.117
H 2.00 -1.26 -1.52 0.118
H -2.60 1.50 1.13 0.179
H 1.56 0.54 -2.08 0.076
H 0.08 -1.93 0.23 0.178
H 2.98 0.32 -1.22 0.090
H -2.03 -0.05 2.06 0.105
H 0.84 0.93 1.88 0.072
H 2.28 1.40 0.67 0.097
```

Values from the calculation:
SMILES: C=C(C)[C@@H]1[NH+]=C1C
HOMO-LUMO gap: 0.3396 Ha
HOMO level: -14.13 eV
Total charge: +1

Table of relative energy (zero: lowest compared OMol25 entry of this formula, charge and spin) (eV), in record order: 5.715, 2.211, 2.633